1.
A structure of composition C4H4BrCl3O2S. Source: the Open Molecules 2025 dataset; level of theory: the ωB97M-V functional and the def2-TZVPD basis.

lowest unoccupied orbital energy	0.272	eV
HOMO energy	-9.704	eV
frontier orbital gap	9.9754	eV
2S+1	1

CARTESIAN COORDINATES (ANGSTROEM)
C1 -1.867 0.648 -0.602
C2 0.891 -0.478 -0.578
C3 1.623 0.165 1.736
C4 1.245 0.507 0.515
O1 -1.102 -1.812 -1.731
O2 -1.097 -1.475 0.736
S1 -0.865 -0.950 -0.592
Cl1 1.723 1.320 2.954
Cl2 1.577 -1.433 2.247
Cl3 1.005 2.124 -0.037
Br1 -1.600 1.403 -2.348
H1 -1.230 1.220 0.088
H2 -2.902 0.349 -0.608
H3 1.224 -0.213 -1.591
H4 1.375 -1.375 -0.188

Cartesian forces (eV/Å) of the 6 atoms listed first:
C 2.535 -1.546 -1.533
C 0.454 0.011 0.644
C -1.074 0.551 -0.203
C -0.581 0.005 -2.085
O 0.160 1.038 0.536
O -0.201 0.208 -0.250

2.
A structure of composition C27H19BrMnN4. Source: the Open Molecules 2025 dataset; level of theory: the ωB97M-V functional and the def2-TZVPD basis.

lowest unoccupied orbital energy (spin up / spin down)	-3.692 / -5.447	eV
HOMO energy (spin up / spin down)	-10.671 / -10.880	eV
frontier orbital gap (spin up / spin down)	6.9792 / 5.4333	eV
charge	+1
2S+1	5
⟨S²⟩	6.414

CARTESIAN COORDINATES (ANGSTROEM)
Mn1 -0.593 0.826 0.348
C1 -1.807 -3.660 -2.894
C2 -0.545 -3.097 -2.781
C3 -0.243 -2.248 -1.732
C4 -1.207 -1.962 -0.762
C5 -2.482 -2.529 -0.886
C6 -2.774 -3.363 -1.948
N1 -0.918 -1.116 0.320
C7 -1.081 -1.629 1.571
C8 -1.217 -2.989 1.894
C9 -1.314 -3.370 3.214
C10 -1.322 -2.423 4.234
C11 -1.187 -1.072 3.946
C12 -1.028 -0.682 2.632
N2 -0.801 0.627 2.198
N3 -1.877 1.347 1.925
C13 -1.628 2.608 1.457
C14 -2.461 3.705 1.721
C15 -2.063 4.942 1.259
C16 -0.881 5.063 0.527
C17 -0.145 3.926 0.251
N4 -0.500 2.733 0.710
H1 -2.031 -4.330 -3.710
H2 0.211 -3.331 -3.513
H3 0.749 -1.834 -1.622
H4 -3.239 -2.291 -0.153
H5 -3.763 -3.787 -2.034
H6 -1.200 -3.724 1.104
H7 -1.382 -4.419 3.457
H8 -1.421 -2.738 5.260
H9 -1.180 -0.334 4.732
H10 -3.361 3.557 2.298
H11 -2.661 5.814 1.477
H12 -0.540 6.023 0.180
H13 0.757 3.957 -0.348
Br1 -0.729 1.158 -2.140
C18 1.195 0.910 -2.410
C19 1.717 0.981 -3.671
C20 3.105 0.867 -3.832
C21 3.915 0.725 -2.738
C22 3.381 0.652 -1.434
C23 4.208 0.533 -0.298
C24 3.663 0.429 0.954
C25 2.270 0.414 1.122
C26 1.399 0.569 0.057
C27 1.967 0.710 -1.246
H14 1.085 1.124 -4.532
H15 3.526 0.910 -4.823
H16 4.987 0.668 -2.855
H17 5.278 0.520 -0.433
H18 4.299 0.347 1.824
H19 1.872 0.287 2.121

Cartesian forces (eV/Å) of the 6 atoms listed first:
Mn 1.693 -0.687 -0.551
C 0.025 0.062 0.064
C -0.025 -0.061 -0.068
C -0.001 0.200 0.386
C -0.088 -0.614 -0.905
C 0.205 0.296 0.194

no.,electronic energy (eV)
1,-126750.9122
2,-135622.3311